Record 1
93
Properties=species:S:1:pos:R:3 method="wB97M-V/def2-TZVPD" energy_ev=-118410.309 spin_multiplicity=2 homo_energy_ev="-3.9 / -5.0" de_lowest_ev=1.470 s2=0.754 fmax_ev_per_a=0.29 e_lumo_ev="2.1413 / 2.1402" total_charge=-1
Cd -0.714 -0.500 0.491
O 1.051 0.295 -2.525
C 0.739 -0.809 -2.095
O -0.449 -1.148 -1.715
C 1.847 -1.872 -1.972
C 1.345 -3.308 -1.847
C 2.529 -4.297 -1.906
C 3.077 -4.207 -0.462
C 2.223 -3.049 0.084
O 0.951 -3.366 -0.477
C 2.661 -1.750 -0.645
C 2.512 -0.434 0.131
O 3.479 0.317 0.163
O 1.400 -0.201 0.728
H 2.504 -1.733 -2.831
H 0.497 -3.561 -2.480
H 3.260 -3.992 -2.655
H 2.195 -5.305 -2.149
H 4.147 -4.015 -0.408
H 2.850 -5.106 0.111
H 1.055 -3.219 1.765
H 3.724 -1.819 -0.880
C 4.720 -1.205 2.870
C 4.257 -2.455 2.123
C 2.846 -2.799 2.518
N 2.024 -3.021 1.531
H 5.797 -1.065 2.760
H 4.478 -1.293 3.928
H 4.229 -0.320 2.469
H 4.865 -3.306 2.459
H 4.446 -2.322 1.050
C -1.486 3.456 3.587
C -0.319 2.704 3.558
C 0.311 2.442 2.350
C -0.207 2.935 1.152
C -1.383 3.682 1.196
C -2.018 3.942 2.403
Ge 0.683 2.548 -0.557
C -0.493 3.249 -1.968
C -1.581 2.477 -2.375
C -2.478 2.946 -3.321
C -2.292 4.196 -3.895
C -1.204 4.968 -3.517
C -0.313 4.496 -2.561
C 2.356 3.557 -0.597
C 3.092 3.602 -1.782
C 4.281 4.309 -1.858
C 4.764 4.978 -0.742
C 4.048 4.934 0.445
C 2.855 4.229 0.515
H -1.985 3.650 4.528
H 0.093 2.301 4.474
H 1.199 1.822 2.330
H -1.817 4.061 0.278
H -2.934 4.522 2.415
H -1.713 1.480 -1.964
H -3.316 2.328 -3.621
H -2.988 4.566 -4.638
H -1.048 5.942 -3.965
H 0.531 5.113 -2.273
H 2.737 3.063 -2.653
H 4.840 4.327 -2.786
H 5.696 5.527 -0.796
H 4.420 5.448 1.322
H 2.309 4.206 1.450
C -4.904 1.089 1.151
C -3.627 0.706 0.399
C -3.939 -0.338 -0.669
C -2.544 0.234 1.364
H -5.677 1.475 0.482
H -4.693 1.850 1.903
H -5.310 0.216 1.670
H -3.263 1.609 -0.107
H -4.253 -1.277 -0.196
H -3.061 -0.554 -1.283
H -4.748 -0.014 -1.331
H -2.921 -0.588 1.983
H -2.283 1.050 2.042
C -4.058 -5.230 -0.399
N -3.132 -4.497 0.412
C -3.216 -4.446 1.851
C -2.132 -3.411 2.184
O -1.829 -3.090 3.309
N -1.602 -2.936 1.010
C -2.207 -3.577 0.018
N -1.917 -3.342 -1.255
H -4.027 -6.295 -0.152
H -3.811 -5.137 -1.454
H -5.084 -4.871 -0.260
H -2.991 -5.406 2.321
H -4.192 -4.096 2.201
H -1.253 -2.576 -1.476
H -2.515 -3.687 -1.982


Record 2
104
Properties=species:S:1:pos:R:3 method="wB97M-V/def2-TZVPD" energy_ev=-103668.252 homo_energy_ev=-7.3 de_lowest_ev=1.444 fmax_ev_per_a=0.58 e_lumo_ev=0.2059
Sr -0.141 -0.323 -0.646
C 4.250 -2.328 3.080
N 2.962 -2.383 2.408
C 2.009 -3.343 2.595
C 0.969 -3.009 1.774
N 1.267 -1.862 1.101
C 2.478 -1.503 1.488
P 3.478 -0.114 0.865
C 3.304 -0.418 -0.925
N 2.293 -0.993 -1.555
C 2.621 -0.985 -2.880
C 3.842 -0.401 -3.050
N 4.280 -0.067 -1.802
C 5.425 0.782 -1.533
C 2.345 1.275 1.152
N 1.028 1.257 1.087
C 0.620 2.541 1.318
C 1.706 3.335 1.539
N 2.797 2.524 1.448
C 4.163 3.006 1.359
H 4.318 -3.175 3.757
H 4.343 -1.408 3.653
H 5.062 -2.384 2.358
H 2.153 -4.160 3.279
H 0.039 -3.531 1.626
H 1.963 -1.386 -3.632
H 4.428 -0.200 -3.929
H 6.198 0.581 -2.271
H 5.819 0.565 -0.541
H 5.112 1.824 -1.588
H -0.421 2.816 1.308
H 1.802 4.388 1.739
H 4.277 3.866 2.015
H 4.369 3.297 0.329
H 4.850 2.223 1.675
N -8.958 2.406 -2.908
C -7.962 1.623 -2.303
C -7.225 0.706 -3.051
C -6.208 -0.028 -2.466
C -5.918 0.144 -1.121
C -6.639 1.054 -0.367
C -7.656 1.790 -0.955
S -3.344 -0.042 -0.678
O -3.243 0.470 -2.055
O -4.930 -0.624 -0.534
N -2.529 -1.401 -0.515
C -2.423 -2.268 -1.570
N -1.139 -2.580 -1.876
C -0.939 -3.474 -2.835
C -1.981 -4.056 -3.528
C -3.254 -3.627 -3.178
N -3.492 -2.750 -2.215
H -9.372 1.982 -3.723
H -9.669 2.729 -2.271
H -7.447 0.576 -4.104
H -5.620 -0.738 -3.031
H -6.402 1.175 0.683
H -8.219 2.504 -0.365
H 0.095 -3.720 -3.057
H -1.815 -4.784 -4.308
H -4.127 -4.011 -3.697
C -2.353 -1.405 2.668
N -2.893 -1.574 4.019
C -1.786 -1.496 4.970
N -1.062 -0.226 4.881
C -0.559 -0.085 3.513
N -1.634 -0.130 2.508
C -2.577 0.953 2.821
N -3.130 0.842 4.173
C -3.802 -0.456 4.282
C -2.017 0.858 5.124
H -3.161 -1.449 1.941
H -1.664 -2.225 2.458
H -1.089 -2.314 4.770
H -2.177 -1.611 5.984
H 0.148 -0.891 3.308
H -0.034 0.867 3.426
H -3.392 0.928 2.096
H -2.060 1.912 2.733
H -4.623 -0.492 3.564
H -4.211 -0.559 5.290
H -2.414 0.761 6.137
H -1.494 1.813 5.043
C -0.287 5.209 -1.816
C 1.102 5.547 -1.346
C 1.252 6.292 -0.178
C 2.500 6.665 0.281
Cl 2.633 7.562 1.772
C 3.644 6.324 -0.420
C 3.509 5.582 -1.578
C 2.260 5.180 -2.039
O 2.260 4.507 -3.231
C 1.517 3.298 -3.335
C 1.658 2.360 -2.131
O 2.716 2.392 -1.486
O 0.661 1.608 -1.936
H -1.021 5.779 -1.247
H -0.516 4.150 -1.686
H -0.416 5.452 -2.871
H 0.371 6.592 0.375
H 4.617 6.632 -0.062
H 4.376 5.283 -2.151
H 1.928 2.782 -4.205
H 0.464 3.486 -3.532


Record 3
102
Properties=species:S:1:pos:R:3 method="wB97M-V/def2-TZVPD" energy_ev=-200064.482 homo_energy_ev=-12.3 de_lowest_ev=0.480 fmax_ev_per_a=0.88 e_lumo_ev=-5.1201 total_charge=+2
Al -0.134 1.109 0.278
N -2.178 1.050 7.148
C -1.844 0.997 8.483
C -2.612 0.897 9.644
C -1.916 0.846 10.830
C -0.506 0.892 10.870
C 0.243 0.998 9.724
C -0.443 1.058 8.504
N 0.048 1.160 7.219
C -1.005 1.155 6.447
C -0.899 1.209 4.995
C -1.930 0.857 4.128
C -1.714 0.864 2.771
N -0.535 1.200 2.220
C 0.447 1.602 3.061
C 0.311 1.616 4.423
H -3.112 1.093 6.779
H -3.694 0.858 9.621
H -2.463 0.768 11.761
H -0.010 0.839 11.830
H 1.325 1.033 9.746
H -2.903 0.561 4.500
H -2.503 0.600 2.079
H 1.362 1.950 2.600
H 1.118 1.934 5.067
C 3.134 -0.765 -2.436
C 4.143 -1.002 -1.308
C 3.513 -1.163 0.073
S 2.920 0.289 0.966
O 1.652 0.767 0.231
C 4.156 1.557 0.610
C 3.944 2.355 -0.671
C 4.804 3.620 -0.647
H 3.655 -0.591 -3.378
H 2.491 0.096 -2.238
H 2.492 -1.640 -2.583
H 4.897 -0.214 -1.290
H 4.690 -1.925 -1.505
H 4.208 -1.609 0.791
H 2.630 -1.803 0.040
H 5.114 1.031 0.629
H 4.126 2.213 1.484
H 2.888 2.609 -0.759
H 4.204 1.757 -1.543
H 4.550 4.263 0.199
H 4.665 4.187 -1.568
H 5.866 3.376 -0.571
O -0.479 0.985 -1.748
Cl -1.954 1.170 -1.611
O -2.664 0.068 -2.140
O -2.323 2.417 -2.196
O -2.113 1.229 -0.131
C -1.687 5.235 -0.613
As -0.003 4.347 -0.730
C 1.253 5.476 0.164
C 0.571 4.085 -2.538
O 0.027 2.902 0.143
H -1.587 6.171 -1.160
H -1.898 5.440 0.432
H -2.468 4.628 -1.057
H 1.404 6.391 -0.405
H 2.194 4.947 0.275
H 0.852 5.720 1.145
H 1.210 4.916 -2.826
H -0.296 4.032 -3.191
H 1.114 3.144 -2.584
Cl -6.167 -4.886 -4.625
C -4.530 -4.538 -4.201
C -4.229 -3.383 -3.498
C -2.906 -3.105 -3.195
C -1.874 -3.957 -3.577
C -0.442 -3.593 -3.251
C -0.081 -3.910 -1.791
N -0.453 -2.878 -0.817
C -1.466 -2.936 0.117
C -1.465 -1.740 0.752
N -0.465 -0.937 0.220
C 0.105 -1.667 -0.733
O -0.146 -2.231 -3.440
C -0.461 -1.666 -4.725
C -0.388 -2.614 -5.883
C 0.746 -3.244 -6.296
Cl 2.294 -3.119 -5.559
S 0.505 -4.216 -7.683
C -1.151 -3.784 -7.738
C -1.490 -2.936 -6.733
C -2.214 -5.127 -4.253
Cl -1.001 -6.277 -4.726
C -3.530 -5.420 -4.574
H -5.022 -2.709 -3.198
H -2.660 -2.183 -2.677
H 0.238 -4.201 -3.841
H 0.995 -4.059 -1.724
H -0.578 -4.831 -1.499
H -2.073 -3.817 0.257
H -2.098 -1.414 1.561
H 0.879 -1.326 -1.398
H 0.275 -0.873 -4.861
H -1.453 -1.219 -4.684
H -1.786 -4.184 -8.518
H -2.493 -2.550 -6.584
H -3.771 -6.328 -5.112


Record 4
120
Properties=species:S:1:pos:R:3 method="wB97M-V/def2-TZVPD" energy_ev=-291196.638 homo_energy_ev=-8.7 fmax_ev_per_a=11.08 e_lumo_ev=-1.5826
C -2.744 -1.935 -2.296
O -2.574 -1.901 -3.764
C -1.169 -1.637 -4.128
C -1.031 -0.230 -4.975
C -1.431 1.114 -4.122
C -0.223 2.261 -4.167
C -0.330 3.268 -2.850
C 0.330 2.464 -1.540
C 1.978 2.754 -1.518
C 2.533 3.277 -0.072
C 2.707 2.063 1.065
F 3.476 2.679 2.171
C 3.679 0.927 0.383
C 2.911 -0.426 -0.131
O 3.320 -1.610 0.401
O 1.852 -0.508 -1.148
O 1.353 1.625 1.391
C 1.204 1.095 2.748
N 2.269 0.114 3.189
C 2.421 0.124 4.565
O 2.763 0.390 5.856
P 0.847 2.473 4.081
S 0.309 4.065 3.024
C -0.216 0.207 2.720
C -0.128 -1.124 1.766
C -0.918 -2.449 2.413
C -0.329 -3.760 1.567
F -0.316 -3.388 0.108
Br 1.507 -4.322 2.234
C -1.287 -5.113 1.780
F -1.024 -5.965 0.569
F -2.739 -4.786 1.854
Br -0.647 -6.183 3.372
O -1.267 1.169 2.352
C -2.619 0.603 2.475
C -3.652 1.799 1.937
O -3.252 2.106 0.562
C -4.231 1.681 -0.441
C -4.299 2.606 -1.832
C -5.283 2.287 -3.105
C -6.296 0.971 -2.945
C -6.301 0.007 -1.614
C -5.229 0.387 -0.387
S -3.158 0.203 4.226
O -3.021 1.460 5.166
O -4.701 -0.120 4.145
F -2.427 -1.199 4.904
H -2.015 -1.174 -1.785
H -2.579 -3.023 -1.841
H -3.889 -1.687 -2.088
H -0.848 -2.501 -4.886
H -0.448 -1.718 -3.203
H 0.095 -0.150 -5.329
H -1.686 -0.349 -5.954
H -2.380 1.598 -4.641
H -1.747 0.842 -3.007
H -0.270 2.894 -5.162
H 0.807 1.707 -4.103
H -1.475 3.482 -2.693
H 0.183 4.300 -3.057
H -0.169 2.922 -0.585
H 0.078 1.332 -1.717
H 2.119 3.665 -2.277
H 2.560 1.857 -1.992
H 1.682 3.982 0.380
H 3.507 3.913 -0.205
H 4.226 1.439 -0.520
H 4.474 0.625 1.193
H 0.981 -0.358 -0.676
H 2.027 2.876 4.801
H -0.295 2.162 4.910
H -0.323 -0.197 3.838
H -0.680 -0.859 0.754
H 0.971 -1.505 1.557
H -0.585 -2.486 3.559
H -2.079 -2.347 2.304
H -2.807 -0.334 1.759
H -4.780 1.548 2.101
H -3.389 2.745 2.617
H -3.572 3.545 -1.949
H -5.313 2.915 -4.105
H -7.035 0.714 -3.826
H -6.999 -0.925 -1.465
H -5.213 -0.305 0.577
C 3.356 2.275 -9.162
C 2.571 1.993 -7.872
C 2.871 0.649 -7.216
F 2.578 -0.400 -8.017
F 2.121 0.489 -6.091
F 1.242 2.142 -8.117
F 2.894 2.983 -6.980
O 2.680 1.991 -10.391
C 2.734 0.630 -10.817
C 1.358 -0.049 -10.820
F 0.774 -0.012 -9.597
F 1.462 -1.361 -11.162
F 3.649 -0.032 -10.068
F 3.236 0.658 -12.080
H 3.523 3.359 -9.192
H 4.365 1.846 -9.142
H 3.922 0.578 -6.921
H 0.686 0.439 -11.530
C 0.469 -1.706 9.570
C 1.811 -1.281 10.186
C 2.996 -1.303 9.227
F 3.238 -2.536 8.725
F 4.135 -0.923 9.867
F 2.051 -2.034 11.292
F 1.656 0.003 10.640
O 0.080 -3.069 9.774
C 0.643 -4.008 8.859
C 1.592 -5.005 9.538
F 2.610 -4.378 10.178
F 2.162 -5.836 8.623
F 1.224 -3.336 7.836
F -0.412 -4.673 8.318
H -0.306 -1.126 10.086
H 0.376 -1.408 8.519
H 2.843 -0.612 8.393
H 1.057 -5.615 10.269